C45H41N2O5PPt | wB97M-V/def2-TZVPD

Geometry as XYZ:
```
95
Properties=species:S:1:pos:R:3:forces:R:3
Pt -1.246781 0.112098 -0.218506 -0.6615 0.0995 0.1844
P -1.251842 -1.285061 1.530292 0.3665 -0.2495 -0.1498
O 0.524048 -0.605038 -0.903440 -0.0209 0.0262 0.0434
O -0.506767 0.484431 -2.475673 0.2246 0.0374 -0.2086
O 3.194925 0.491188 0.500291 0.0016 0.0152 0.0028
O 0.598643 1.372686 0.783578 -0.0760 0.1273 0.1613
O -3.049089 0.791797 0.363160 0.0480 0.2749 0.0685
N -1.133682 2.483356 -0.674938 0.1727 -0.2120 -0.3294
N 0.125312 2.991675 -0.783260 0.0507 -0.0675 0.0830
C -0.793728 -2.811598 0.656378 -0.1859 0.1436 -0.1549
C -3.858821 1.573637 -0.372242 -0.0928 -0.2108 0.0413
C 1.307975 -1.224179 2.517483 0.0126 0.0008 0.0642
C -5.128376 -2.598628 3.652913 -0.0067 -0.0030 0.0001
C -1.436573 -2.752266 4.400219 0.0297 0.0282 -0.0097
C -5.232998 1.321891 -0.254974 0.0024 -0.0330 -0.0356
C -0.988075 -3.808270 -1.521260 -0.0938 -0.0805 0.0187
C -1.276533 -2.762804 -0.659763 0.0696 0.1162 0.0308
C 4.747302 2.097439 -0.316481 0.0034 -0.0124 0.0137
C 2.392176 2.641601 -0.205516 0.0056 0.0745 0.0002
C 0.789300 0.809202 4.317774 0.0327 -0.0180 0.0175
C 5.037095 3.340579 -0.843920 -0.0206 0.0133 -0.0105
C -5.772548 3.122954 -1.749472 0.0228 0.0546 -0.0467
C 1.133658 2.217135 -3.907733 -0.0095 0.0006 -0.0057
C -0.099255 -3.917039 1.118037 0.0746 -0.0789 -0.0094
C 4.010998 4.250716 -1.058438 0.0111 -0.0042 0.0022
C 2.137523 1.145232 -3.582277 -0.0124 0.0220 0.0053
C 4.419717 0.353966 -3.847208 0.0090 0.0004 0.0046
C 3.422154 1.276690 -4.102873 0.0232 -0.0026 -0.0043
C 0.021942 -0.712948 2.649952 -0.0320 -0.0085 -0.0891
C 2.713362 3.889160 -0.746544 -0.0150 0.0050 0.0747
C 0.165651 -4.969231 0.248405 -0.0176 0.0334 0.0261
C 3.439379 1.740447 0.010448 0.0138 -0.0422 -0.0561
C 1.864048 0.047573 -2.751317 0.0129 -0.0600 -0.0154
C -5.191002 -1.910152 2.456018 -0.0275 0.0171 0.0000
C 5.807372 0.534207 -4.395576 -0.0062 -0.0029 0.0003
C -2.080272 3.116045 -1.240061 0.0458 0.0034 0.0787
C -4.424103 3.403332 -1.847555 -0.0026 -0.0202 -0.0228
C -2.778076 -1.731468 2.424057 0.2030 0.0290 0.2783
C -0.250892 0.347168 3.525244 -0.0365 0.0057 -0.0031
C -3.895370 -2.848767 4.230453 0.0162 0.0045 0.0069
C 0.551714 -0.028084 -2.064429 -0.0876 -0.0024 0.0506
C -1.600461 1.006242 3.593925 -0.0154 0.0199 -0.0067
C 2.639810 -2.135521 -1.627790 -0.0207 -0.0017 -0.0211
C -2.702257 -2.431003 3.647459 -0.0495 -0.0292 -0.0286
C -0.268294 -4.907165 -1.066589 -0.0146 0.0216 -0.0110
C 2.062239 0.263525 4.230972 -0.0194 0.0191 0.0136
C 2.859293 -0.915181 -2.486912 0.0043 -0.0018 -0.0182
C 2.327511 -0.745604 3.322068 0.0056 -0.0257 -0.0278
C 0.946272 2.294049 -0.004990 0.0054 -0.0312 -0.0470
C 4.112281 -0.746347 -3.053991 0.0127 0.0268 0.0159
C -6.173483 2.077841 -0.930215 -0.0186 -0.0542 0.0553
C -4.021596 -1.480267 1.852936 -0.0249 -0.0059 -0.1009
C -3.455286 2.657434 -1.171294 -0.0701 0.0612 -0.0697
C -2.088040 -1.556714 -1.062052 -0.0538 -0.1308 0.2479
H 5.541404 1.373779 -0.158177 0.0009 -0.0029 0.0050
H 6.521038 0.696900 -3.585396 0.0098 0.0035 0.0033
H -6.143770 -1.696804 1.989609 -0.0049 -0.0022 -0.0052
H 2.514542 -1.853136 -0.583419 0.0070 0.0006 0.0178
H 0.602373 1.631225 4.997644 -0.0006 0.0051 0.0026
H 4.877127 -1.492115 -2.863271 0.0083 -0.0102 -0.0025
H 3.495590 -2.804948 -1.720265 -0.0101 -0.0111 -0.0097
H -0.038509 -5.716412 -1.747465 -0.0027 -0.0052 -0.0048
H -6.031810 -2.943331 4.138699 -0.0068 0.0025 0.0039
H 2.855724 0.652063 4.856091 0.0029 0.0047 0.0064
H -1.325490 -3.763584 -2.549482 -0.0013 0.0019 -0.0082
H -2.328907 0.387246 4.123110 -0.0033 -0.0017 0.0022
H -1.873527 4.047573 -1.767216 0.0429 0.0501 0.0717
H 0.732936 2.666893 -2.997601 -0.0013 0.0019 -0.0134
H 3.329057 -1.141040 3.218754 0.0022 -0.0062 0.0009
H -4.068903 -0.903799 0.946305 0.0118 -0.0134 -0.0194
H -2.001274 1.212881 2.597826 0.0006 -0.0038 0.0017
H 0.289349 1.812672 -4.464691 -0.0001 0.0008 0.0036
H -0.609595 -3.038872 3.757645 -0.0047 -0.0131 -0.0094
H -3.845607 -3.389934 5.167335 -0.0030 -0.0048 0.0062
H -4.090379 4.236707 -2.454947 0.0127 0.0095 0.0003
H 1.741030 -2.683565 -1.914340 -0.0039 0.0170 0.0183
H -5.554384 0.521360 0.398103 0.0083 -0.0229 0.0017
H 6.131593 -0.351027 -4.944636 0.0054 -0.0074 -0.0026
H 4.025061 0.002543 0.459591 -0.0277 -0.0041 -0.0084
H -1.096966 -1.891815 4.980230 0.0132 0.0084 -0.0041
H 3.643713 2.139924 -4.719709 0.0019 0.0068 -0.0069
H -6.497940 3.717982 -2.287130 -0.0055 -0.0009 -0.0003
H 0.272536 -3.963561 2.132614 -0.0018 0.0086 0.0005
H 6.060679 3.594158 -1.088911 0.0071 0.0040 -0.0008
H -7.224992 1.847498 -0.812490 -0.0031 -0.0027 -0.0014
H 1.613361 2.992409 -4.504657 0.0022 0.0065 -0.0063
H 5.859044 1.390847 -5.065716 0.0003 0.0051 -0.0073
H 0.726828 -5.825744 0.596722 0.0072 -0.0034 0.0044
H 4.219321 5.229006 -1.470414 0.0021 0.0024 -0.0016
H 1.519328 -1.977820 1.771814 0.0065 -0.0024 -0.0166
H -1.624970 -3.571230 5.092705 0.0030 0.0007 0.0019
H -1.524282 1.956444 4.119924 0.0049 0.0046 0.0001
H -2.124854 -1.385778 -2.135282 0.1447 0.0278 -0.0122
H -3.108321 -1.659747 -0.688447 -0.0113 0.0469 -0.1117
H 1.895390 4.572187 -0.925829 -0.0026 0.0068 -0.0080
```
Forces are in eV/Å.

The calculation puts the LUMO energy at -0.66 eV. The gap between HOMO and LUMO is 6.3 eV. For the relative energy (zero: lowest compared OMol25 entry of this formula, charge and spin), the calculation gives 146.7 kJ/mol.

C45H42AsN2O5PReSSi | wB97M-V/def2-TZVPD

Geometry as XYZ:
```
99
Properties=species:S:1:pos:R:3:forces:R:3
Re -0.092364 -0.411247 -0.171022 0.2823 -0.2404 0.0536
As -1.318603 0.796340 1.687656 -0.0979 0.1431 0.0472
S -0.457296 -2.225349 1.136870 -0.1589 0.0082 -0.1466
P 1.405552 -1.493581 -1.762146 -0.0803 0.1996 0.1193
Si -3.102425 -1.107913 -1.751729 0.0394 0.0432 0.2122
O 1.656631 0.179853 0.598110 0.0554 -0.1143 -0.0344
O 0.309441 1.135497 -1.644446 -0.2326 0.1161 0.3350
O -1.703460 -0.492472 -1.105705 -0.0310 -0.0824 -0.3694
O 1.492539 3.017329 -1.699558 -0.0400 -0.1385 -0.0419
O 0.574166 4.371495 1.959999 0.1126 -0.0468 -0.0012
N 1.084324 2.269831 1.238574 0.1102 -0.0250 -0.0728
N 2.759571 3.758350 1.993511 -0.0181 0.0492 -0.0029
C 3.730614 1.791099 -2.638248 0.0573 0.0193 0.0095
C 3.376019 1.559264 1.402053 -0.0477 0.0749 0.0070
C -0.005190 -2.464939 -6.022825 -0.0143 0.0114 -0.0023
C 1.210900 -3.127257 -4.058252 -0.0039 0.0251 0.0021
C -0.296925 2.735842 5.274764 0.0110 -0.0016 -0.0057
C -0.887006 2.430861 4.053215 0.0596 0.0633 -0.0321
C 3.757151 -4.061948 0.387385 0.0101 -0.0384 0.0242
C -4.497246 -0.685383 -0.579874 0.0399 -0.0655 -0.0794
C -0.493957 1.291878 3.367646 -0.0571 -0.0221 0.0080
C 1.998732 1.350581 1.086943 0.0266 0.1838 0.0893
C 4.999206 -0.173552 -3.154021 -0.0181 -0.0279 0.0078
C -2.412334 -0.648376 2.411743 0.1158 -0.0565 -0.0200
C -2.864350 -2.959415 -1.905388 -0.1226 0.0424 -0.0796
C -0.026800 -1.059625 -4.068833 -0.0370 0.0059 0.0140
C 3.938817 -0.952793 -2.721333 0.0242 -0.0096 -0.0339
C 3.097307 5.085352 2.482718 0.0133 0.0206 0.0036
C -1.886258 -1.919618 2.175052 -0.0237 0.0317 0.0334
C 1.405479 1.805082 -1.791579 0.1764 0.1471 -0.2612
C 3.697227 2.797967 1.838641 -0.0497 -0.0507 -0.0239
C -3.518529 -0.518255 3.243415 -0.0229 0.0198 0.0125
C 1.351363 -4.130095 -0.985208 -0.0028 -0.0289 -0.0376
C 1.780715 -5.246314 -0.286940 0.0124 -0.0248 0.0147
C 3.333811 -2.945715 -0.317686 0.0118 0.0413 0.0299
C -4.337208 3.709144 1.109476 -0.0086 0.0046 0.0084
C -3.632992 2.638065 1.639149 0.0054 -0.0009 0.0294
C 0.805526 -3.375567 -5.360625 -0.0029 -0.0096 -0.0242
C 2.987791 -5.216327 0.397055 0.0064 0.0067 0.0016
C -2.560339 4.101877 -0.459248 -0.0010 0.0119 -0.0119
C -1.852499 3.028941 0.061937 0.0251 -0.0014 -0.0129
C -3.800613 4.440734 0.059162 -0.0100 0.0170 -0.0022
C -3.637619 -2.900935 3.507183 -0.0160 0.0139 0.0057
C 0.488019 0.458391 3.895655 -0.0539 -0.0528 -0.0008
C -3.445017 -0.338511 -3.416721 -0.0443 -0.0480 0.0446
C 0.792417 -1.970158 -3.405184 -0.0086 -0.0837 0.0046
C -2.389612 2.294194 1.116211 -0.0701 -0.0656 -0.0109
C 0.680382 1.907759 5.803649 0.0097 0.0082 0.0116
C 1.397039 3.503256 1.730736 -0.0589 0.0442 0.0461
C 4.896353 1.208160 -3.103875 -0.0097 -0.0176 0.0027
C 1.074230 0.768579 5.111423 0.0283 -0.0131 -0.0067
C 2.770064 -0.373346 -2.226923 0.0180 -0.0149 -0.0792
C 2.652574 1.022815 -2.208216 0.0280 0.0222 0.1281
C -4.142140 -1.635585 3.776533 0.0105 -0.0406 -0.0016
C 2.137423 -2.977759 -1.028744 0.0100 -0.0245 0.0315
C -0.416856 -1.307949 -5.376450 -0.0131 -0.0006 0.0059
C -2.505999 -3.041089 2.722049 0.0127 -0.0136 0.0146
H 1.163852 -6.135442 -0.265262 0.0044 0.0043 -0.0028
H -2.377646 -3.212215 -2.851411 0.0326 0.0007 0.0249
H 5.896184 -0.647360 -3.531977 -0.0011 0.0033 0.0011
H -0.885074 2.773244 -0.352094 -0.0216 -0.0186 -0.0062
H -0.594776 3.631838 5.804262 -0.0085 -0.0026 -0.0042
H 0.392819 -4.153415 -1.491640 0.0076 0.0115 -0.0050
H 1.857614 -3.835432 -3.557510 0.0077 -0.0050 0.0131
H 3.932538 -2.044086 -0.300077 -0.0178 -0.0013 -0.0163
H -2.095616 -4.023691 2.521070 0.0018 0.0093 0.0013
H -1.617322 3.105103 3.624085 -0.0067 -0.0120 -0.0079
H -4.351228 5.277798 -0.351732 0.0040 -0.0029 0.0020
H -1.050031 -0.593599 -5.887846 0.0195 -0.0119 -0.0184
H -4.425595 -0.681769 -3.760501 0.0106 0.0209 -0.0278
H -4.374382 -1.169760 0.390981 0.0244 -0.0185 0.0030
H 4.111277 0.785146 1.254552 -0.0048 -0.0014 0.0023
H 2.599988 5.831369 1.868520 0.0030 0.0000 -0.0061
H -0.314578 -2.655952 -7.042545 0.0009 0.0005 0.0089
H 3.617779 2.866038 -2.601565 -0.0136 -0.0094 0.0011
H 3.321476 -6.086729 0.947247 -0.0010 0.0056 -0.0023
H -3.901803 0.459368 3.498771 0.0108 -0.0049 -0.0041
H -3.472063 0.751545 -3.366018 0.0190 0.0019 0.0516
H -4.545728 0.394135 -0.414132 0.0119 0.0026 -0.0095
H -5.454722 -1.007368 -0.999513 0.0065 0.0166 0.0151
H 4.024185 -2.031568 -2.773454 -0.0103 0.0020 0.0052
H -0.348138 -0.157448 -3.559589 0.0245 -0.0032 -0.0030
H -4.068251 2.082654 2.456855 0.0030 0.0035 -0.0134
H -5.304333 3.971043 1.519833 0.0046 -0.0026 -0.0036
H 4.711080 3.088514 2.080380 0.0102 -0.0233 -0.0030
H -5.013421 -1.517979 4.407432 -0.0012 0.0017 -0.0001
H -2.257397 -3.357363 -1.087948 -0.0227 0.0730 0.0317
H 0.802034 -0.427241 3.352162 -0.0096 -0.0055 0.0035
H 4.689903 -4.025336 0.935534 -0.0058 -0.0065 -0.0024
H 2.759488 5.212893 3.511278 -0.0150 -0.0030 -0.0106
H 4.175937 5.218282 2.428510 -0.0040 -0.0104 0.0109
H -3.834385 -3.463752 -1.879394 0.0358 -0.0405 -0.0314
H -2.131035 4.671765 -1.273175 -0.0005 -0.0062 0.0056
H 5.717695 1.828810 -3.438967 -0.0073 0.0029 0.0039
H 1.140260 2.149940 6.753502 -0.0011 -0.0021 -0.0026
H 1.131589 -4.278736 -5.860550 -0.0034 0.0063 0.0000
H -2.707821 -0.634275 -4.162711 -0.0434 0.0036 0.0308
H 1.841750 0.122033 5.518172 -0.0039 0.0036 0.0019
H -4.119851 -3.778464 3.918731 0.0040 0.0036 -0.0001
```
Forces are in eV/Å.

The calculation puts the LUMO energy (spin up / spin down) at -0.63 / -0.35 eV. The gap between HOMO and LUMO (spin up / spin down) is 7.1 / 7.3 eV. Its expectation value of S² is 0.757. As for the multiplicity: 2. For the relative energy (zero: lowest compared OMol25 entry of this formula, charge and spin), the calculation gives 50.4 kJ/mol.

no.,E (Ha)
1,-2685.78308
2,-5569.01472